Density functional theory data (wB97M-V/def2-TZVPD) for a structure of composition C19H17MnN4PSSe2.

ORCA input file:
```
! RIJCOSX wB97M-V def2-TZVPD def2/J DEFGRID3
* xyz 0 6
Mn 0.12624 -0.10377 0.87390
N -2.37251 -2.93715 -1.26338
C -1.46381 -2.07882 -0.77809
S -1.77780 -1.35446 0.78186
N -0.39918 -1.80218 -1.49142
N 0.36937 -0.87078 -0.91549
C 1.54547 -0.65464 -1.41720
C 2.31924 0.38872 -0.79384
C 3.60716 0.73542 -1.19074
C 4.24143 1.79095 -0.56958
C 3.56547 2.48714 0.42609
C 2.30186 2.06988 0.79314
N 1.68944 1.03192 0.22543
H -3.09698 -3.26998 -0.65527
H -2.19034 -3.41875 -2.12721
H 1.89079 -1.21317 -2.27921
H 4.08579 0.15841 -1.97083
H 5.24163 2.08277 -0.86039
H 4.01338 3.33777 0.91882
H 1.73482 2.57972 1.56227
Se 2.50993 -2.87590 0.85124
P 1.54780 -1.45981 2.19421
Se -0.79979 1.40023 2.28435
C 2.91677 -0.63001 3.09980
C 2.66365 0.60497 3.69036
C 3.67694 1.28087 4.35480
C 4.94390 0.72428 4.44389
C 5.19080 -0.52424 3.88994
C 4.18305 -1.19762 3.21836
C 0.76236 -2.45831 3.50971
C 1.37744 -3.60457 4.00740
C 0.76069 -4.34153 5.00374
C -0.46899 -3.93697 5.50594
C -1.07657 -2.78931 5.02077
C -0.46379 -2.04642 4.02156
H 1.66211 1.02260 3.63923
H 3.47473 2.24706 4.80051
H 5.73935 1.25910 4.94767
H 6.17055 -0.97586 3.98219
H 4.38599 -2.16497 2.77491
H 2.33313 -3.92268 3.60759
H 1.23656 -5.23580 5.38571
H -0.95557 -4.52191 6.27633
H -2.03347 -2.46956 5.41239
H -0.93009 -1.14410 3.64347
*
```

Output
Max |F| (eV Å⁻¹): 2.35
LUMO (spin up / spin down) (eV): -0.840 / -2.625
Gap between HOMO and LUMO (spin up / spin down) (eV): 5.908 / 4.348
Energy (Ha): -7646.6676
ΔE to the lowest compared entry with this formula, charge and spin (kcal/mol): 75.9

Density functional theory data (wB97M-V/def2-TZVPD) for the molecule C19H17N3.

ORCA input file:
```
! RIJCOSX wB97M-V def2-TZVPD def2/J DEFGRID3
* xyz 0 1
C -0.89853 -1.57128 -0.77893
N -0.12742 -0.59462 -1.07672
N 0.81143 -0.11553 -0.28012
C 1.64361 0.92089 -0.86802
C 1.57459 2.17982 -0.04344
C 2.70098 2.70143 0.57498
C 2.60505 3.83314 1.36641
C 1.37959 4.44781 1.55277
C 0.24968 3.93104 0.94032
C 0.34739 2.80395 0.14645
C 0.95250 -0.37464 1.09653
C -0.15514 -0.35070 1.94197
C -0.00011 -0.57264 3.29661
C 1.25702 -0.80835 3.82753
C 2.36208 -0.81765 2.99333
C 2.21536 -0.60470 1.63593
C -1.87044 -2.03931 -1.73802
C -2.68562 -3.13783 -1.45301
C -3.60757 -3.55806 -2.39337
C -3.68971 -2.86675 -3.59341
N -2.92725 -1.82196 -3.88030
C -2.05029 -1.42291 -2.98400
H -0.86280 -2.09927 0.17824
H 1.24995 1.09036 -1.87323
H 2.68008 0.57704 -0.95582
H 3.66008 2.22320 0.43550
H 3.48878 4.23241 1.84202
H 1.30410 5.32796 2.17393
H -0.70862 4.40862 1.08208
H -0.53211 2.39759 -0.33237
H -1.13271 -0.13486 1.53621
H -0.86536 -0.54918 3.94264
H 1.37501 -0.97860 4.88693
H 3.34578 -0.99679 3.40179
H 3.08025 -0.62684 0.99118
H -2.58945 -3.65044 -0.50498
H -4.25007 -4.40411 -2.20119
H -4.39495 -3.15644 -4.36127
H -1.44557 -0.56735 -3.25020
*
```

Output
Max |F| (eV Å⁻¹): 0.96
LUMO (eV): 0.552
Gap between HOMO and LUMO (eV): 8.165
Energy (Ha): -898.4488
ΔE to the lowest compared entry with this formula, charge and spin (kcal/mol): 35.5
SMILES: C(=N\N(Cc1ccccc1)c1ccccc1)/c1cccnc1

Density functional theory data (wB97M-V/def2-TZVPD) for a structure of composition C19H17N8O3PtS.

ORCA input file:
```
! RIJCOSX wB97M-V def2-TZVPD def2/J DEFGRID3
* xyz 1 1
Pt -0.27251 0.24837 0.22932
S 2.22748 -6.55722 2.02272
N 1.29864 -5.55593 2.87298
C 1.15013 -4.47541 2.13131
C 0.39816 -3.28439 2.50691
C -0.25184 -3.10820 3.72930
C -0.87642 -1.90760 3.98956
C -0.83885 -0.90143 3.02677
N -0.24334 -1.08453 1.85617
C 0.35818 -2.25089 1.58680
C 0.99388 -2.34892 0.28835
N 0.81941 -1.30359 -0.53815
C 1.46373 -1.27071 -1.69825
C 2.28646 -2.31509 -2.10810
C 2.42227 -3.42030 -1.29830
C 1.76361 -3.44210 -0.06859
C 1.82782 -4.54590 0.88253
N 2.47855 -5.67821 0.69905
H -0.24595 -3.91348 4.45515
H -1.38194 -1.73187 4.92909
H -1.26911 0.07849 3.19848
H 1.30805 -0.39156 -2.30717
H 2.79482 -2.25095 -3.05980
H 3.02765 -4.27105 -1.58657
N -2.83726 0.24401 0.22897
C -3.18643 1.67204 0.20904
C -1.96421 2.51034 0.55567
O -1.94539 3.67957 0.22676
O -1.01117 1.89338 1.24668
H -3.39816 -0.30936 -0.40217
H -2.97074 -0.13109 1.15602
H -3.94877 1.91612 0.95288
H -3.54550 1.98397 -0.76766
C 2.10989 4.58519 -0.73392
N 1.06403 3.76007 -1.36466
C 0.16418 4.32692 -2.20662
C -0.82731 3.62375 -2.78347
C -0.93483 2.25487 -2.43042
N -0.09359 1.68256 -1.57321
C 0.93183 2.42984 -0.99932
O 1.67400 1.90060 -0.19531
N -1.88532 1.47666 -2.96784
H 2.67315 5.10912 -1.50170
H 2.76516 3.93333 -0.17358
H 1.65326 5.30306 -0.05496
H 0.29333 5.38717 -2.38601
H -1.53621 4.09392 -3.44845
H -2.56512 1.85318 -3.60321
H -1.91771 0.50324 -2.72307
*
```

Output
Max |F| (eV Å⁻¹): 1.30
LUMO (eV): -3.609
Gap between HOMO and LUMO (eV): 6.701
Energy (Ha): -1915.4171
ΔE to the lowest compared entry with this formula, charge and spin (kcal/mol): 19.5

Density functional theory data (wB97M-V/def2-TZVPD) for a structure of composition C19H18B2F6N5O4Ti.

ORCA input file:
```
! RIJCOSX wB97M-V def2-TZVPD def2/J DEFGRID3
* xyz 1 1
Ti 0.18882 0.30997 0.11033
C 3.95136 -1.06629 1.95434
C 2.65408 -0.44190 1.59909
N 2.19929 -0.30385 0.40229
O 2.90589 -0.73750 -0.64710
B 2.50340 -0.07002 -1.99998
F 3.42317 -0.49686 -2.88311
F 2.42047 1.28863 -1.74675
O 1.12992 -0.53629 -2.50018
N 0.16595 0.26852 -1.95276
C -0.39935 1.18603 -2.64620
C -0.31203 1.30764 -4.11580
C -1.00672 2.27049 -1.76900
N -0.67019 2.07267 -0.55413
O -0.82341 3.01781 0.39777
B 0.25376 2.77803 1.45045
F 0.52010 3.92557 2.07673
F 1.33034 2.21147 0.66294
O -0.07754 1.67107 2.44299
N 0.60970 0.51147 2.10772
C 1.79264 0.32871 2.56393
C 2.37860 1.02823 3.72727
C -1.62511 3.51659 -2.27813
H 4.51132 -1.30741 1.05561
H 3.77664 -1.97848 2.52922
H 4.53836 -0.39228 2.57900
H 0.31749 0.52380 -4.52454
H 0.09240 2.28544 -4.38554
H -1.31696 1.24545 -4.54114
H 1.61225 1.56190 4.28115
H 3.12824 1.74057 3.37041
H 2.88901 0.31222 4.37316
H -1.94222 3.40997 -3.31168
H -0.89880 4.33007 -2.20617
H -2.47782 3.78415 -1.65479
F -4.79100 1.47226 1.93973
C -3.98147 0.52819 1.45058
C -2.66333 0.85501 1.19813
C -1.79752 -0.11047 0.68692
C -2.28833 -1.40561 0.44786
C -3.63203 -1.66860 0.71064
F -4.14780 -2.88957 0.49701
C -4.50117 -0.72323 1.21154
C -1.31872 -2.40135 -0.01490
C -1.62244 -3.72555 -0.31402
C -0.61492 -4.60062 -0.67009
C 0.68586 -4.13770 -0.72052
C 0.91765 -2.80755 -0.44640
N -0.04849 -1.93600 -0.10591
H -2.34804 1.85841 1.42536
H -5.53390 -0.96909 1.41056
H -2.63942 -4.06813 -0.26126
H -0.85063 -5.63104 -0.89997
H 1.51633 -4.77521 -0.98486
H 1.91630 -2.41975 -0.52774
*
```

Output
Max |F| (eV Å⁻¹): 1.09
LUMO (eV): -5.190
Gap between HOMO and LUMO (eV): 6.643
Energy (Ha): -2807.9600
ΔE to the lowest compared entry with this formula, charge and spin (kcal/mol): 8.6

Density functional theory data (wB97M-V/def2-TZVPD) for a structure of composition C19H18BaN3O3.

ORCA input file:
```
! RIJCOSX wB97M-V def2-TZVPD def2/J DEFGRID3
* xyz 1 1
Ba -0.07753 -2.18578 -0.85707
C -3.69162 -2.47079 -0.46571
O -2.66453 -1.48152 -0.55945
C -3.05229 -0.15905 -0.71519
C -4.38226 0.19429 -0.88819
C -4.72272 1.53364 -1.01366
C -3.74090 2.50733 -0.96619
C -2.41454 2.14409 -0.80832
C -2.04449 0.81015 -0.69986
N -0.65929 0.37852 -0.54961
N 0.11037 1.37100 -0.47306
C 1.47570 1.24034 -0.25948
C 2.16801 0.06693 0.06036
O 1.60902 -1.12554 0.05577
C 3.54565 0.13879 0.40964
C 4.20107 1.32638 0.39493
C 3.54740 2.53843 0.03899
C 4.25795 3.75940 0.01494
C 3.63109 4.92408 -0.32390
C 2.26358 4.89594 -0.65338
C 1.55342 3.72594 -0.63847
C 2.17737 2.50759 -0.28607
H -4.35598 -2.25200 0.36984
H -3.18168 -3.41402 -0.27957
H -4.25861 -2.53278 -1.39463
H -5.15691 -0.55620 -0.91115
H -5.76131 1.80633 -1.14254
H -4.00279 3.55278 -1.05104
H -1.64382 2.89807 -0.77031
H 4.04155 -0.78541 0.67100
H 5.25277 1.36521 0.65449
H 5.31093 3.75043 0.26913
H 4.17445 5.85869 -0.34278
H 1.76412 5.81677 -0.92632
H 0.50786 3.72994 -0.90514
C 0.97346 -4.36207 2.31473
C 0.11722 -4.94444 1.23126
N 0.06412 -6.26604 1.09675
O -0.52163 -4.19544 0.46606
H 1.44604 -5.11206 2.94418
H 0.35414 -3.71112 2.93040
H 1.74536 -3.74162 1.85589
H 0.56739 -6.87719 1.71591
H -0.52713 -6.66799 0.38680
*
```

Output
Max |F| (eV Å⁻¹): 2.06
LUMO (eV): -2.998
Gap between HOMO and LUMO (eV): 6.975
Energy (Ha): -1150.1849
ΔE to the lowest compared entry with this formula, charge and spin (kcal/mol): 0.0